Entry 1:
# C24H28AsN3O9P2RuS

C24H28AsN3O9P2RuS as an isolated structure at a distorted geometry (the ωB97M-V functional and the def2-TZVPD basis, the Open Molecules 2025 dataset).

Output
- Kohn-Sham gap (alpha / beta) (eV) = 7.416 / 6.942
- energy above the lowest of the compared OMol25 structures with the same formula, charge and spin (kJ/mol) = 59.21
- calculated total energy (eV) = -141084.78061
- E_LUMO (alpha / beta) (eV) = 2.44 / 1.89
- highest occupied orbital energy (alpha / beta) (eV) = -4.971 / -5.056
- strongest force on any atom (eV/Å) = 1.3
- <S²> = 0.757

Structure (ORCA input):
```
! wB97M-V def2-TZVPD RIJCOSX def2/J DEFGRID3
* xyz -1 2
Ru 0.102 0.473 0.847
N -1.629 1.088 -0.261
C -1.293 2.330 -0.975
C -0.237 3.126 -0.215
O -0.160 4.338 -0.356
N 0.523 2.365 0.615
C 1.079 3.010 1.797
C 0.489 2.369 3.058
O 0.462 2.949 4.127
O 0.059 1.147 2.878
H -1.899 0.362 -0.917
H -2.441 1.239 0.342
H -2.160 2.976 -1.099
H -0.923 2.075 -1.972
H 0.872 4.078 1.790
H 2.164 2.867 1.839
N -1.954 0.200 4.031
C -3.009 -0.513 3.222
C -3.951 -1.259 4.168
P -2.131 -1.811 2.213
O -1.355 -2.531 3.476
O -3.092 -2.769 1.636
O -1.019 -1.227 1.384
P -3.933 0.792 2.269
O -4.973 1.238 3.458
O -4.624 0.142 1.129
O -3.022 1.950 2.035
H -1.423 -0.482 4.575
H -2.390 0.878 4.654
H -1.256 0.743 3.412
H -3.414 -2.026 4.730
H -4.724 -1.747 3.578
H -4.427 -0.566 4.862
H -1.666 -3.441 3.527
H -5.088 2.194 3.397
S 2.027 -0.648 1.794
C 2.567 -1.824 0.602
C 3.433 -2.857 0.984
C 3.843 -3.812 0.071
C 3.410 -3.776 -1.252
C 2.566 -2.752 -1.653
C 2.157 -1.794 -0.738
As 1.095 -0.260 -1.167
C -0.021 -0.865 -2.637
C 0.169 -0.531 -3.973
C -0.718 -0.997 -4.936
C -1.795 -1.790 -4.566
C -1.990 -2.121 -3.231
C -1.107 -1.659 -2.267
C 2.402 0.921 -1.986
C 3.751 0.587 -1.932
C 4.708 1.450 -2.448
C 4.326 2.655 -3.018
C 2.982 2.999 -3.065
C 2.026 2.139 -2.547
H 3.765 -2.907 2.014
H 4.504 -4.606 0.397
H 3.725 -4.536 -1.955
H 2.220 -2.697 -2.680
H 1.010 0.086 -4.265
H -0.568 -0.736 -5.976
H -2.488 -2.145 -5.318
H -2.835 -2.728 -2.935
H -1.270 -1.902 -1.219
H 4.059 -0.347 -1.478
H 5.755 1.181 -2.395
H 5.073 3.332 -3.414
H 2.674 3.946 -3.488
H 0.988 2.441 -2.575
*
```

Entry 2:
# C24H28BF5N6RuS

C24H28BF5N6RuS as an isolated structure at a distorted geometry (the ωB97M-V functional and the def2-TZVPD basis, the Open Molecules 2025 dataset).

Output
- Kohn-Sham gap (alpha / beta) (eV) = 5.611 / 6.292
- energy above the lowest of the compared OMol25 structures with the same formula, charge and spin (kJ/mol) = 185.60
- calculated total energy (eV) = -61957.87061
- E_LUMO (alpha / beta) (eV) = -5.71 / -5.11
- highest occupied orbital energy (alpha / beta) (eV) = -11.324 / -11.398
- strongest force on any atom (eV/Å) = 2.5
- <S²> = 0.838

Structure (ORCA input):
```
! wB97M-V def2-TZVPD RIJCOSX def2/J DEFGRID3
* xyz 1 2
Ru -0.146 -0.498 0.264
C -1.139 3.026 2.951
C 0.133 2.730 2.141
C 1.210 3.765 2.437
C -0.267 2.663 0.702
C -0.261 3.632 -0.308
C -1.014 3.085 -1.336
N -1.424 1.865 -0.963
N -0.960 1.602 0.266
B -2.347 0.874 -1.713
N -1.445 -0.046 -2.556
C -1.573 -0.390 -3.844
C -0.646 -1.373 -4.128
C 0.031 -1.594 -2.926
N -0.463 -0.765 -2.002
C 1.129 -2.575 -2.655
C 1.216 -2.914 -1.168
C 2.455 -2.017 -3.182
N -3.050 -0.018 -0.667
C -4.363 -0.147 -0.423
C -4.533 -1.074 0.590
C -3.241 -1.481 0.936
N -2.377 -0.833 0.150
C -2.797 -2.464 1.976
C -1.306 -2.313 2.271
C -3.130 -3.899 1.552
H -0.895 3.169 4.000
H -1.846 2.204 2.860
H -1.609 3.936 2.585
H 0.497 1.732 2.438
H 0.849 4.767 2.219
H 2.111 3.577 1.856
H 1.470 3.731 3.493
H 0.234 4.581 -0.310
H -1.278 3.496 -2.291
H -3.131 1.439 -2.387
H -2.295 0.073 -4.480
H -0.494 -1.875 -5.060
H 0.897 -3.494 -3.208
H 1.466 -1.997 -0.592
H 2.002 -3.642 -0.979
H 0.268 -3.335 -0.819
H 2.714 -1.094 -2.663
H 2.370 -1.807 -4.245
H 3.253 -2.741 -3.040
H -5.092 0.416 -0.972
H -5.452 -1.396 1.034
H -3.357 -2.258 2.896
H -0.707 -2.574 1.375
H -1.008 -2.984 3.072
H -1.089 -1.281 2.596
H -2.656 -4.148 0.607
H -4.203 -4.023 1.443
H -2.777 -4.595 2.308
F 6.291 2.410 -0.322
C 5.282 1.692 0.144
C 4.068 1.674 -0.547
F 3.930 2.353 -1.681
C 3.004 0.953 -0.034
F 1.819 0.944 -0.705
C 3.100 0.225 1.156
S 1.742 -0.573 1.883
C 4.346 0.214 1.805
F 4.487 -0.500 2.914
C 5.423 0.946 1.317
F 6.577 0.944 1.969
*
```

Entry 3:
# C24H28ClN7O2STi

C24H28ClN7O2STi as an isolated structure at a distorted geometry (the ωB97M-V functional and the def2-TZVPD basis, the Open Molecules 2025 dataset).

Output
- Kohn-Sham gap (alpha / beta) (eV) = 6.642 / 7.151
- energy above the lowest of the compared OMol25 structures with the same formula, charge and spin (kJ/mol) = 79.84
- calculated total energy (eV) = -86340.64013
- E_LUMO (alpha / beta) (eV) = -3.55 / -3.61
- highest occupied orbital energy (alpha / beta) (eV) = -10.195 / -10.759
- strongest force on any atom (eV/Å) = 2.5
- <S²> = 0.755

Structure (ORCA input):
```
! wB97M-V def2-TZVPD RIJCOSX def2/J DEFGRID3
* xyz 1 2
Ti -1.219 0.497 0.383
N -0.111 0.622 2.717
C -0.954 1.430 3.616
C -1.386 2.647 2.841
N -2.055 2.277 1.569
C -3.537 2.205 1.656
C -4.007 0.771 1.795
N -3.405 -0.034 0.702
H 0.209 -0.217 3.186
H 0.726 1.150 2.490
H -0.443 1.741 4.527
H -1.816 0.832 3.920
H -0.510 3.234 2.571
H -2.036 3.279 3.446
H -1.793 2.987 0.890
H -3.952 2.639 0.748
H -3.904 2.796 2.494
H -5.094 0.732 1.791
H -3.667 0.351 2.742
H -3.829 0.242 -0.180
H -3.619 -1.016 0.825
N -1.197 1.984 -3.798
C -1.301 1.316 -2.647
S -2.309 1.968 -1.390
N -0.656 0.160 -2.606
N -0.791 -0.442 -1.395
C -0.288 -1.627 -1.330
C 0.324 -2.333 -2.483
C 1.427 -1.799 -3.145
C 2.007 -2.490 -4.198
C 1.482 -3.713 -4.606
C 0.375 -4.242 -3.958
C -0.198 -3.555 -2.894
C -0.389 -2.261 0.004
C 0.102 -3.525 0.294
C -0.110 -4.061 1.548
C -0.817 -3.332 2.491
C -1.225 -2.068 2.143
N -0.994 -1.528 0.938
H -1.610 2.893 -3.892
H -0.612 1.617 -4.530
H 1.823 -0.837 -2.840
H 2.867 -2.071 -4.706
H 1.935 -4.248 -5.431
H -0.045 -5.187 -4.278
H -1.071 -3.965 -2.396
H 0.632 -4.072 -0.474
H 0.268 -5.047 1.790
H -1.028 -3.723 3.478
H -1.754 -1.440 2.849
Cl 7.101 1.629 0.262
C 5.381 1.825 0.211
C 4.578 0.714 0.003
C 3.201 0.871 -0.017
C 2.638 2.129 0.166
C 3.458 3.232 0.361
C 4.835 3.086 0.387
C 1.167 2.354 0.198
O 0.692 3.461 0.329
O 0.420 1.262 0.121
H 5.033 -0.257 -0.142
H 2.562 0.014 -0.180
H 3.004 4.206 0.493
H 5.484 3.937 0.543
*
```

Entry 4:
# C24H28N3O4S2SiTl

C24H28N3O4S2SiTl as an isolated structure (the ωB97M-V functional and the def2-TZVPD basis, the Open Molecules 2025 dataset).

Output
- Kohn-Sham gap (eV) = 8.194
- calculated total energy (eV) = -72245.57764
- E_LUMO (eV) = -0.12
- highest occupied orbital energy (eV) = -8.318
- strongest force on any atom (eV/Å) = 0.3

Structure (ORCA input):
```
! wB97M-V def2-TZVPD RIJCOSX def2/J DEFGRID3
* xyz 0 1
Tl 0.327 1.253 2.276
N 2.286 0.511 3.645
C 1.863 -0.866 3.928
C 0.357 -0.981 4.185
O -0.079 -2.071 4.534
N -0.334 0.161 4.015
C -1.783 0.107 4.171
C -2.572 0.555 2.927
O -3.757 0.273 2.858
O -1.917 1.208 2.024
H 3.207 0.559 3.228
H 2.288 1.065 4.495
H 2.367 -1.298 4.796
H 2.088 -1.491 3.063
H -2.088 0.763 4.992
H -2.093 -0.908 4.424
C 2.140 5.082 -2.431
Si 1.267 3.469 -2.778
C -0.578 3.661 -2.581
C 1.629 2.920 -4.533
C 1.979 2.141 -1.630
C 2.918 1.241 -2.125
C 3.445 0.218 -1.342
C 3.000 0.117 -0.041
N 2.129 0.978 0.474
C 1.631 1.959 -0.281
S 0.467 2.984 0.561
H 1.777 5.868 -3.094
H 3.216 4.982 -2.584
H 1.975 5.408 -1.404
H -0.971 4.135 -3.482
H -0.844 4.282 -1.728
H -1.081 2.702 -2.453
H 1.139 3.596 -5.235
H 1.252 1.915 -4.724
H 2.694 2.931 -4.767
H 3.235 1.318 -3.157
H 4.162 -0.486 -1.737
H 3.331 -0.681 0.614
O 0.179 -0.853 1.066
S -1.183 -1.519 1.209
C -0.891 -3.219 0.784
C 0.080 -3.549 -0.150
C 0.283 -4.884 -0.455
C -0.480 -5.865 0.168
C -1.437 -5.518 1.109
C -1.642 -4.184 1.432
C -2.087 -0.981 -0.225
C -1.396 -0.536 -1.340
C -2.122 -0.102 -2.438
C -3.509 -0.105 -2.401
C -4.181 -0.529 -1.263
C -3.469 -0.966 -0.156
H 0.665 -2.768 -0.615
H 1.036 -5.163 -1.180
H -0.318 -6.906 -0.074
H -2.013 -6.286 1.607
H -2.357 -3.897 2.191
H -0.314 -0.513 -1.331
H -1.604 0.249 -3.321
H -4.071 0.246 -3.256
H -5.261 -0.494 -1.225
H -3.975 -1.236 0.760
*
```

Entry 5:
# C24H28N4O5

One molecule with the formula C24H28N4O5 at a distorted geometry (the ωB97M-V functional and the def2-TZVPD basis, the Open Molecules 2025 dataset).

Output
- Kohn-Sham gap (eV) = 9.356
- energy above the lowest of the compared OMol25 structures with the same formula, charge and spin (kJ/mol) = 101.76
- calculated total energy (eV) = -41542.83795
- E_LUMO (eV) = 0.54
- highest occupied orbital energy (eV) = -8.818
- strongest force on any atom (eV/Å) = 1.0
- SMILES = Cc1cccc(C)c1NC(=O)C1(N(Cc2ccco2)C(=O)C[C@@H]2NC(=O)NC2=O)CCCC1

Structure (ORCA input):
```
! wB97M-V def2-TZVPD RIJCOSX def2/J DEFGRID3
* xyz 0 1
C -2.747 -1.220 1.381
C -3.660 -0.271 0.673
C -4.988 -0.650 0.489
C -5.898 0.189 -0.117
C -5.494 1.439 -0.555
C -4.179 1.846 -0.403
C -3.264 0.982 0.209
N -1.918 1.435 0.357
C -0.868 0.873 -0.253
O -0.963 -0.078 -1.012
C 0.518 1.543 -0.044
N 1.464 0.421 -0.127
C 1.209 -0.569 0.759
O 0.350 -0.435 1.614
C 1.941 -1.894 0.632
H 1.765 -2.423 1.571
H 3.014 -1.786 0.492
C 1.330 -2.718 -0.522
N -0.106 -2.716 -0.511
C -0.637 -3.923 -0.253
O -1.789 -4.242 -0.137
N 0.459 -4.811 -0.146
C 1.659 -4.202 -0.323
O 2.749 -4.711 -0.302
H 0.340 -5.797 0.030
H -0.648 -1.870 -0.662
H 1.709 -2.371 -1.490
C 2.583 0.418 -1.051
C 3.787 1.089 -0.462
C 4.911 0.569 0.112
C 5.690 1.674 0.535
C 4.982 2.781 0.194
O 3.831 2.439 -0.409
H 5.179 3.827 0.316
H 6.641 1.640 1.025
H 5.165 -0.466 0.211
H 2.282 0.914 -1.975
H 2.854 -0.606 -1.299
C 0.684 2.617 -1.130
C 0.057 3.864 -0.515
H 0.392 4.770 -1.018
C 0.511 3.814 0.946
H -0.200 4.305 1.611
H 1.466 4.330 1.050
C 0.684 2.323 1.279
H -0.012 1.970 2.037
H 1.686 2.131 1.666
H -1.029 3.825 -0.588
H 0.217 2.325 -2.071
H 1.740 2.821 -1.296
H -1.779 2.261 0.918
C -3.743 3.192 -0.900
H -4.566 3.695 -1.403
H -2.921 3.088 -1.608
H -3.414 3.826 -0.075
H -6.203 2.102 -1.028
H -6.923 -0.124 -0.250
H -5.297 -1.624 0.837
H -3.187 -1.501 2.337
H -2.638 -2.132 0.795
H -1.764 -0.800 1.564
*
```

Entry 6:
# C24H28N4O7S

C24H28N4O7S as an isolated structure at a distorted geometry (the ωB97M-V functional and the def2-TZVPD basis, the Open Molecules 2025 dataset).

Output
- Kohn-Sham gap (eV) = 9.831
- energy above the lowest of the compared OMol25 structures with the same formula, charge and spin (kJ/mol) = 720.85
- calculated total energy (eV) = -56465.97448
- E_LUMO (eV) = 0.36
- highest occupied orbital energy (eV) = -9.470
- strongest force on any atom (eV/Å) = 2.7

Structure (ORCA input):
```
! wB97M-V def2-TZVPD RIJCOSX def2/J DEFGRID3
* xyz 0 1
C 5.440 -1.414 4.610
C 4.567 -0.594 4.648
C 3.569 0.486 4.674
C 2.196 0.153 3.962
C 1.194 0.039 5.123
C -0.242 -0.298 4.752
O -0.748 -1.281 5.220
O -0.939 0.476 3.901
O 1.947 1.387 3.222
S 2.799 1.233 1.829
O 3.892 2.135 1.749
O 1.914 1.496 0.748
O 3.257 -0.326 1.973
C 2.215 -0.879 2.836
N 1.075 -0.938 1.942
O 2.649 -2.183 3.106
C 1.760 -2.951 3.902
C 2.363 -4.369 4.006
H 6.145 -2.203 4.683
H 3.983 1.428 4.315
H 3.346 0.663 5.731
H 1.169 1.030 5.598
H 1.554 -0.642 5.889
H -1.554 -0.098 3.428
H 1.260 -1.745 1.353
H 0.210 -1.163 2.417
H 1.649 -2.588 4.927
H 0.762 -3.063 3.465
H 2.982 -4.563 3.128
H 1.568 -5.116 4.045
H 2.966 -4.476 4.910
N -1.564 0.758 -0.761
C -0.492 1.558 -0.784
C -0.513 2.858 -1.270
C -1.707 3.356 -1.763
C -2.829 2.542 -1.751
C -2.704 1.260 -1.241
H 0.420 1.124 -0.393
H 0.385 3.460 -1.261
H -1.764 4.365 -2.153
H -3.780 2.893 -2.129
H -3.555 0.588 -1.208
N -5.636 -2.126 -3.488
C -4.573 -1.322 -3.514
C -4.600 -0.025 -4.003
C -5.797 0.465 -4.498
C -6.913 -0.355 -4.482
C -6.778 -1.636 -3.967
H -3.657 -1.749 -3.119
H -3.706 0.584 -3.996
H -5.860 1.473 -4.890
H -7.866 -0.011 -4.860
H -7.625 -2.312 -3.932
N 1.022 0.163 -6.328
C 0.457 0.107 -5.122
C 0.806 0.936 -4.067
C 1.802 1.875 -4.273
C 2.404 1.949 -5.519
C 1.977 1.075 -6.507
H -0.316 -0.645 -5.006
H 0.311 0.847 -3.111
H 2.104 2.540 -3.474
H 3.186 2.668 -5.720
H 2.417 1.099 -7.498
*
```

Entry 7:
# C24H28N6ORu

C24H28N6ORu as an isolated structure at a distorted geometry (the ωB97M-V functional and the def2-TZVPD basis, the Open Molecules 2025 dataset).

Output
- Kohn-Sham gap (alpha / beta) (eV) = 5.982 / 6.256
- energy above the lowest of the compared OMol25 structures with the same formula, charge and spin (kJ/mol) = 114.91
- calculated total energy (eV) = -38886.80515
- E_LUMO (alpha / beta) (eV) = -11.09 / -10.82
- highest occupied orbital energy (alpha / beta) (eV) = -17.076 / -17.076
- strongest force on any atom (eV/Å) = 2.0
- <S²> = 0.760

Structure (ORCA input):
```
! wB97M-V def2-TZVPD RIJCOSX def2/J DEFGRID3
* xyz 3 2
Ru -0.541 -0.201 0.340
C -1.976 -0.770 2.954
C -1.378 0.452 3.614
C 0.038 0.756 3.245
C 0.824 1.491 4.126
C 2.143 1.758 3.827
C 2.682 1.252 2.650
C 1.863 0.546 1.806
N 0.553 0.321 2.083
N -2.396 -0.572 1.541
C -2.942 -1.849 1.007
C -1.857 -2.841 0.744
C -2.030 -4.206 0.851
C -0.991 -5.049 0.480
C 0.195 -4.502 0.009
C 0.306 -3.129 -0.066
N -0.707 -2.321 0.295
C -3.425 0.500 1.398
C -3.132 1.442 0.275
C -4.043 2.405 -0.117
C -3.703 3.284 -1.132
C -2.460 3.168 -1.745
C -1.607 2.175 -1.323
N -1.937 1.326 -0.321
H -2.844 -1.086 3.539
H -1.257 -1.591 2.967
H -1.418 0.287 4.692
H -1.971 1.354 3.442
H 0.387 1.833 5.054
H 2.754 2.335 4.509
H 3.721 1.404 2.395
H 2.242 0.116 0.894
H -3.449 -1.633 0.063
H -3.683 -2.262 1.695
H -2.967 -4.608 1.213
H -1.107 -6.122 0.557
H 1.023 -5.127 -0.294
H 1.207 -2.653 -0.424
H -3.504 1.071 2.320
H -4.406 0.045 1.245
H -5.008 2.463 0.369
H -4.400 4.050 -1.445
H -2.162 3.835 -2.541
H -0.645 2.027 -1.787
N 0.916 0.154 -1.130
C 1.869 0.359 -1.781
N 2.881 0.587 -2.522
C 3.064 1.859 -3.268
C 3.392 1.528 -4.721
O 4.480 0.638 -4.795
C 4.209 -0.602 -4.188
C 3.967 -0.415 -2.695
H 3.899 2.399 -2.821
H 2.161 2.463 -3.199
H 3.688 2.441 -5.234
H 2.509 1.106 -5.218
H 5.083 -1.234 -4.335
H 3.336 -1.081 -4.650
H 4.870 -0.022 -2.227
H 3.685 -1.354 -2.220
*
```

- What is the strongest force on any atom in the second record?
  2.5 eV/Å